# 1
Density functional theory data (ωB97M-V/def2-TZVPD) for a cluster of 12 separate species, C40H94BO19 in total in a non-equilibrium geometry.

The geometry in XYZ format:
```
154
Properties=species:S:1:pos:R:3:lowdin_spin:R:1
O -2.082 1.559 -1.596 0.00
C -1.643 0.739 -0.775 0.00
O -0.781 -0.246 -1.004 0.00
B -0.527 -1.120 0.158 0.00
O -1.469 -0.586 1.178 0.00
C -2.074 0.468 0.685 0.00
O -2.861 1.200 1.309 0.00
O 0.909 -1.100 0.504 0.00
C 1.517 -2.218 0.355 0.00
O 2.711 -2.432 0.543 0.00
C 0.425 -3.259 -0.087 0.00
O -0.757 -2.576 -0.139 0.00
O 0.606 -4.445 -0.393 0.00
C 1.963 1.984 -2.170 0.00
C 1.211 1.686 -3.426 0.00
O 1.916 2.367 -4.439 0.00
C 1.478 2.002 -5.756 0.00
C 2.063 2.988 -6.744 0.00
H 2.186 3.051 -2.185 0.00
H 1.339 1.845 -1.288 0.00
H 2.889 1.420 -2.057 0.00
H 1.348 0.613 -3.567 0.00
H 0.197 2.060 -3.285 0.00
H 1.737 0.985 -6.048 0.00
H 0.395 2.086 -5.856 0.00
H 3.148 2.883 -6.747 0.00
H 1.811 4.005 -6.444 0.00
H 1.701 2.743 -7.743 0.00
C 4.698 5.023 0.051 0.00
C 3.445 5.089 0.890 0.00
O 3.122 3.716 1.138 0.00
C 1.865 3.537 1.775 0.00
C 1.756 2.036 2.281 0.00
H 4.609 4.249 -0.711 0.00
H 4.836 5.985 -0.444 0.00
H 5.562 4.679 0.620 0.00
H 3.554 5.705 1.783 0.00
H 2.646 5.589 0.342 0.00
H 1.840 4.194 2.645 0.00
H 1.038 3.810 1.119 0.00
H 1.880 1.318 1.471 0.00
H 0.787 1.952 2.773 0.00
H 2.590 1.805 2.944 0.00
C -0.619 -3.510 3.210 0.01
C -1.067 -3.588 4.661 0.11
O 0.024 -3.493 5.561 0.60
C -0.304 -3.591 6.930 0.08
C 0.861 -3.200 7.803 0.01
H 0.002 -2.652 2.951 0.00
H -0.089 -4.407 2.890 0.00
H -1.429 -3.329 2.503 0.00
H -1.785 -2.805 4.905 0.05
H -1.700 -4.453 4.857 0.05
H -1.145 -2.959 7.214 0.03
H -0.620 -4.607 7.169 0.04
H 0.605 -3.235 8.862 0.00
H 1.142 -2.150 7.718 0.00
H 1.808 -3.690 7.578 0.00
C -1.049 -1.986 -4.734 0.00
C 0.148 -2.251 -3.757 0.00
O 1.364 -1.714 -4.258 0.00
C 2.446 -1.786 -3.328 0.00
C 3.698 -1.209 -4.063 0.00
H -1.201 -0.917 -4.886 0.00
H -0.745 -2.289 -5.736 0.00
H -1.966 -2.504 -4.454 0.00
H -0.115 -1.665 -2.877 0.00
H 0.194 -3.312 -3.514 0.00
H 2.177 -1.195 -2.453 0.00
H 2.641 -2.792 -2.957 0.00
H 3.917 -1.874 -4.899 0.00
H 4.577 -1.206 -3.418 0.00
H 3.499 -0.200 -4.425 0.00
C -8.573 1.928 2.014 0.00
C -7.121 2.286 1.705 0.00
O -6.955 2.391 0.263 0.00
C -5.617 2.674 -0.118 0.00
C -5.644 3.525 -1.394 0.00
H -8.795 1.849 3.078 0.00
H -9.349 2.592 1.634 0.00
H -8.734 0.959 1.541 0.00
H -6.963 3.237 2.213 0.00
H -6.419 1.513 2.019 0.00
H -5.174 3.348 0.615 0.00
H -4.973 1.796 -0.151 0.00
H -5.973 2.905 -2.228 0.00
H -4.607 3.803 -1.583 0.00
H -6.251 4.429 -1.361 0.00
C -3.368 1.224 -4.759 0.00
C -4.168 0.000 -4.457 0.00
O -4.546 -0.783 -5.598 0.00
C -5.564 -0.215 -6.406 0.00
C -5.660 -1.159 -7.627 0.00
H -2.899 1.573 -3.839 0.00
H -2.513 0.978 -5.388 0.00
H -3.939 1.988 -5.288 0.00
H -3.556 -0.625 -3.806 0.00
H -5.038 0.341 -3.896 0.00
H -6.513 -0.271 -5.872 0.00
H -5.354 0.782 -6.795 0.00
H -4.661 -1.398 -7.991 0.00
H -6.195 -0.633 -8.417 0.00
H -6.182 -2.093 -7.425 0.00
C 6.448 0.411 1.660 0.00
C 5.242 -0.147 0.879 0.00
C 5.235 0.283 -0.625 0.00
O 5.232 -1.589 1.012 0.00
H 6.250 0.263 2.721 0.00
H 6.533 1.488 1.511 0.00
H 7.358 -0.123 1.389 0.00
H 4.333 0.249 1.330 0.00
H 5.230 1.370 -0.706 0.00
H 4.435 -0.217 -1.170 0.00
H 6.187 -0.025 -1.058 0.00
H 4.382 -1.885 0.678 0.00
C 2.127 -1.028 4.879 0.01
C 2.887 -2.041 4.021 0.00
C 4.388 -1.986 4.305 0.00
O 2.427 -3.382 4.270 0.00
H 2.374 -0.009 4.578 0.00
H 2.290 -1.154 5.949 0.00
H 1.046 -1.154 4.810 0.00
H 2.671 -1.823 2.975 0.00
H 4.765 -0.980 4.121 0.00
H 4.931 -2.737 3.732 0.00
H 4.521 -2.168 5.371 0.00
H 1.509 -3.354 4.549 0.00
C -1.632 0.556 4.594 0.00
C -0.795 0.970 5.807 0.00
O -1.302 2.058 6.502 0.00
H -1.159 -0.219 3.991 0.00
H -1.778 1.399 3.920 0.00
H -2.643 0.188 4.765 0.00
H 0.148 1.404 5.474 0.00
H -0.543 0.111 6.429 0.00
H -0.693 2.165 7.237 0.00
C 2.202 -7.915 -1.365 0.00
C 1.372 -7.956 -0.062 0.00
O 2.197 -8.426 1.031 0.00
H 3.031 -7.224 -1.214 0.00
H 1.662 -7.597 -2.257 0.00
H 2.527 -8.924 -1.616 0.00
H 0.554 -8.673 -0.130 0.00
H 0.904 -6.986 0.103 0.00
H 2.226 -9.384 0.990 0.00
C -2.447 4.750 -0.298 0.00
C -1.208 5.564 0.017 0.00
O -1.477 6.828 -0.595 0.00
H -2.449 3.786 0.212 0.00
H -2.593 4.665 -1.375 0.00
H -3.348 5.190 0.129 0.00
H -0.298 5.160 -0.426 0.00
H -1.107 5.817 1.072 0.00
H -1.702 6.663 -1.513 0.00
```

<S²>   0.75
Strongest force on any atom   4.7 eV Å⁻¹
LUMO level (spin up / spin down)   -1.1104 / -7.5512 eV
Spin multiplicity   2
Orbital gap (spin up / spin down)   0.29166 / 0.05479 hartree
Charge   0
HOMO level (spin up / spin down)   -9.047 / -9.042 eV

***

# 2
Density functional theory data (ωB97M-V/def2-TZVPD) for a cluster of 21 separate species, C41H104O21 in total in a non-equilibrium geometry.

The geometry in XYZ format:
```
166
Properties=species:S:1:pos:R:3:lowdin_charge:R:1
C 0.708 -4.633 2.497 0.00
C 2.028 -4.501 1.795 -0.44
O 2.160 -4.590 0.594 0.04
C 3.171 -4.105 2.712 0.01
H -0.048 -5.113 1.922 0.07
H 0.271 -3.633 2.765 0.09
H 0.834 -5.262 3.385 0.09
H 3.031 -3.038 2.846 0.08
H 4.116 -4.382 2.314 0.07
H 2.977 -4.559 3.690 0.08
C -0.986 -1.714 5.007 -0.02
C 0.536 -1.803 5.016 -0.38
O 0.996 -1.988 3.871 -0.01
C 1.351 -1.799 6.367 0.01
H -1.337 -0.777 5.376 0.07
H -1.452 -2.503 5.671 0.10
H -1.350 -1.911 4.002 0.05
H 0.966 -2.619 6.979 0.08
H 1.389 -0.742 6.736 0.10
H 2.343 -2.031 6.104 0.03
C 4.512 -6.726 8.266 -0.01
C 4.066 -5.872 7.067 -0.50
O 3.545 -6.335 6.102 0.08
C 4.364 -4.407 7.158 -0.02
H 5.518 -7.036 8.060 0.08
H 3.941 -7.665 8.333 0.09
H 4.428 -6.211 9.186 0.06
H 5.417 -4.200 7.309 0.09
H 3.927 -4.030 8.051 0.08
H 4.094 -3.884 6.281 0.06
C 2.207 -3.866 -2.559 -0.01
C 1.614 -4.571 -3.784 -0.49
O 0.514 -4.413 -4.231 0.06
C 2.585 -5.345 -4.639 -0.03
H 1.428 -3.235 -2.149 0.07
H 3.021 -3.301 -2.883 0.06
H 2.642 -4.591 -1.863 0.08
H 2.270 -5.555 -5.664 0.08
H 2.688 -6.347 -4.183 0.09
H 3.535 -4.828 -4.652 0.07
C -3.226 8.094 -3.021 -0.01
C -2.778 9.204 -2.055 -0.49
O -3.588 10.079 -1.903 0.04
C -1.495 9.271 -1.268 -0.01
H -3.816 8.562 -3.809 0.08
H -3.956 7.442 -2.477 0.09
H -2.430 7.454 -3.392 0.04
H -0.692 8.823 -1.842 0.06
H -1.650 8.712 -0.309 0.10
H -1.396 10.284 -1.009 0.06
C 0.481 4.637 0.378 0.01
C -0.901 4.283 0.956 -0.50
O -1.060 3.964 2.100 0.07
C -2.000 4.284 -0.038 0.00
H 0.826 3.642 0.078 0.07
H 1.145 5.018 1.139 0.08
H 0.455 5.268 -0.474 0.05
H -2.411 5.248 -0.337 0.10
H -2.829 3.860 0.500 0.04
H -1.743 3.690 -0.908 0.08
C -0.057 2.778 -3.844 0.02
C -1.447 3.337 -4.000 -0.44
O -1.685 4.536 -3.785 0.03
C -2.520 2.516 -4.596 0.00
H 0.589 3.627 -3.843 0.08
H 0.205 2.064 -4.639 0.09
H 0.029 2.317 -2.907 0.05
H -2.668 1.559 -4.062 0.08
H -2.118 2.267 -5.571 0.09
H -3.407 3.078 -4.737 0.08
C -0.020 -0.736 1.179 0.00
C -0.253 0.436 0.303 -0.42
O -0.038 1.585 0.684 0.02
C -0.969 0.131 -1.022 0.02
H 0.224 -0.469 2.190 0.06
H 0.791 -1.370 0.810 0.09
H -0.936 -1.339 1.224 0.09
H -0.975 0.998 -1.706 0.07
H -1.951 -0.300 -0.755 0.07
H -0.485 -0.747 -1.447 0.07
C -3.194 0.826 2.429 0.01
C -4.544 1.271 1.940 -0.49
O -5.270 0.547 1.310 0.07
C -4.777 2.709 2.161 -0.01
H -3.121 0.970 3.549 0.12
H -2.502 1.517 1.948 0.07
H -2.881 -0.164 2.182 0.06
H -5.612 3.108 1.566 0.10
H -3.878 3.276 1.844 0.06
H -4.885 2.900 3.191 0.08
C -1.697 -1.532 -6.419 0.00
C -2.390 -1.383 -5.003 -0.44
O -1.791 -1.016 -3.994 0.02
C -3.835 -1.749 -5.005 -0.02
H -1.561 -2.585 -6.524 0.07
H -0.727 -1.102 -6.397 0.05
H -2.443 -1.348 -7.220 0.09
H -4.033 -2.366 -5.901 0.09
H -4.409 -0.784 -4.924 0.10
H -4.093 -2.297 -4.145 0.06
C 4.669 0.080 3.280 -0.19
O 3.723 0.346 4.255 -0.13
H 5.608 -0.243 3.663 0.07
H 4.340 -0.728 2.630 0.07
H 4.886 0.973 2.687 0.07
H 2.974 0.768 3.740 0.06
C 1.985 -0.606 -4.985 -0.13
O 2.284 0.477 -4.043 -0.17
H 2.768 -1.384 -4.990 0.06
H 1.092 -1.182 -4.578 0.08
H 1.815 -0.177 -5.976 0.07
H 2.130 0.186 -3.113 0.04
C 5.048 -3.045 -0.611 -0.10
O 3.721 -2.596 -0.275 -0.20
H 5.561 -3.418 0.276 0.08
H 5.067 -3.876 -1.293 0.07
H 5.429 -2.145 -1.033 0.08
H 3.225 -3.386 0.133 0.04
C -4.313 -0.475 -1.680 -0.12
O -3.945 -1.289 -0.550 -0.17
H -4.641 0.522 -1.360 0.08
H -3.498 -0.369 -2.357 0.04
H -5.228 -0.924 -2.113 0.08
H -4.459 -1.040 0.275 0.09
C 3.194 0.625 -0.427 -0.07
O 2.447 -0.366 -1.276 -0.17
H 4.196 0.594 -0.730 0.05
H 2.786 1.589 -0.750 0.09
H 3.121 0.417 0.641 0.07
H 2.861 -1.236 -1.089 0.03
C 1.731 2.968 3.661 -0.15
O 1.946 2.130 2.537 -0.19
H 1.720 2.374 4.626 0.09
H 2.581 3.710 3.682 0.09
H 0.806 3.542 3.483 0.06
H 1.051 1.924 2.107 0.07
C -3.092 -4.404 3.545 -0.18
O -2.621 -3.384 2.706 -0.18
H -2.317 -4.788 4.241 0.07
H -3.944 -4.034 4.101 0.07
H -3.394 -5.262 2.903 0.09
H -2.669 -3.659 1.747 0.06
C -1.205 -3.639 -1.123 -0.05
O -2.277 -3.564 -0.047 -0.17
H -1.235 -4.632 -1.687 0.11
H -1.447 -2.858 -1.781 0.04
H -0.252 -3.446 -0.619 0.06
H -2.928 -2.929 -0.368 0.03
C 5.287 3.351 0.383 -0.18
O 4.119 4.094 0.607 -0.13
H 5.995 3.386 1.186 0.06
H 5.100 2.346 0.010 0.04
H 5.866 3.817 -0.505 0.11
H 3.560 3.596 1.251 0.07
C 1.231 6.602 -3.122 -0.11
O -0.216 6.777 -3.001 -0.17
H 1.512 6.331 -4.117 0.06
H 1.638 7.583 -2.843 0.08
H 1.624 5.805 -2.512 0.06
H -0.661 5.921 -3.009 0.01
C -7.856 -0.696 -3.977 -0.17
O -6.714 0.110 -4.158 -0.14
H -8.146 -0.779 -2.946 0.07
H -8.736 -0.427 -4.575 0.08
H -7.592 -1.700 -4.214 0.07
H -6.938 0.975 -3.750 0.10
```

Strongest force on any atom   3.1 eV Å⁻¹
LUMO level   0.4204 eV
Spin multiplicity   1
Orbital gap   0.33943 hartree
Charge   0
HOMO level   -8.816 eV
ΔE to the lowest compared entry with this formula, charge and spin   0.00 kJ/mol